# 1
Entry from OMol25: a molecular structure, C29H52BCl2CoF16LiO8 at a distorted geometry (the ωB97M-V functional and the def2-TZVPD basis).

Geometry as XYZ:
```
110
C29H52BCl2CoF16LiO8, DFT the ωB97M-V functional and the def2-TZVPD basis
Co -1.8990 1.7185 -1.9556
Cl 2.4873 -0.5460 -2.8846
Cl 4.1581 1.8571 -2.9562
F 3.9311 -1.9456 -0.1491
F 9.1814 -0.7436 -2.6684
F 7.2629 1.1053 -3.3756
F 0.0284 -3.0121 -0.3056
F 2.9631 -1.3170 4.3384
F 3.7111 -0.8251 1.6975
F 7.6909 -2.3488 -2.6008
F 6.3320 -1.3572 1.3317
F 2.0175 -3.6551 5.5268
F 7.2467 -0.6473 -4.7385
F 6.0065 0.7488 0.7610
F 2.6034 -5.0880 1.0553
F 0.4554 -5.2258 1.5197
F 1.0477 -1.0856 5.4642
F 0.1394 -3.4457 4.4137
F 1.0180 -4.7625 -1.2094
O -1.5026 3.6449 -0.8100
O 6.1525 -0.8158 -0.8205
O 1.5853 -3.3668 1.9960
O -2.7736 1.4520 2.6049
O -0.9556 0.7125 -0.3994
O -2.2025 -0.2583 -2.8881
O -3.6579 1.5464 -0.9166
O -3.3841 -1.1543 1.0122
C -1.7102 -2.5265 -2.9688
C -1.1394 -1.1411 -3.2109
C -1.3975 5.9469 -1.2529
C 2.1490 -3.8188 3.2228
C -0.2249 4.0594 -0.2904
C 0.0268 5.4494 -0.8758
C 7.8591 -1.0156 -2.4733
C -2.7923 -3.2530 1.8620
C -2.0616 2.5472 4.5776
C 4.2157 -0.7583 0.4325
C 5.7196 -0.5182 0.4361
C -3.5562 2.7742 4.3859
C 7.5334 -0.6070 -1.0440
C -4.9253 2.0614 -0.6889
C 0.2080 0.3812 0.2692
C -3.4162 -0.8297 -3.3578
C -2.3264 4.7958 -0.8864
C 1.4523 -4.3869 1.1095
C 1.1644 -3.7782 -0.2644
C -4.1759 -2.0717 0.2621
C -2.9591 -1.7641 2.2050
C 7.0043 -0.2178 -3.4558
C -1.6461 2.1513 3.1558
C 2.5106 1.2074 -3.0213
C -3.1475 -2.3576 -3.4595
C 1.6445 -1.6385 4.3607
C -3.9133 1.6379 3.4356
C -3.5771 -3.4485 0.5562
C 1.4690 -3.1481 4.3848
B -0.8451 2.4030 -3.7047
Li -2.7002 0.6806 0.7232
H 0.9764 -0.0647 -0.3883
H -5.2162 -1.9888 0.5943
H -3.7004 3.7478 3.9056
H -1.1722 -3.3200 -3.4891
H -2.8016 4.9327 0.0941
H -0.0445 -0.3303 1.0751
H 0.5881 5.3997 -1.8034
H 1.1200 -1.2507 3.4793
H -4.1821 0.7375 3.9982
H -2.9111 -3.7527 -0.2508
H -4.1531 2.7937 5.2961
H -1.6781 -2.7763 -1.9109
H -3.1191 4.6618 -1.6218
H -0.7566 1.5317 3.1772
H -4.1147 -1.7689 -0.7796
H -4.3634 -4.1970 0.6418
H 1.9299 -4.8856 3.3410
H -0.2662 2.6097 -4.7306
H -1.0746 3.4503 -3.1501
H 3.2314 -3.7191 3.2248
H -5.6646 1.6646 -1.4058
H -1.7438 -3.5179 1.7512
H -0.3452 4.0542 0.8027
H -1.8622 1.8617 -3.9236
H -4.7718 1.9451 2.8324
H -4.9572 3.1588 -0.8082
H -4.2392 -0.5386 -2.7064
H 0.6698 1.2678 0.7565
H 3.6359 0.0196 -0.0699
H -1.3947 6.2120 -2.3108
H 7.8108 0.4310 -0.8517
H -1.9963 -1.4049 2.5624
H -1.8679 1.6987 5.2366
H -3.1473 -3.9504 2.6234
H -3.6881 -1.6309 3.0130
H 2.0466 1.5739 -3.9293
H -1.4839 3.4097 4.9040
H -1.4153 3.0327 2.5502
H 8.1440 -1.2098 -0.3659
H -3.2710 -2.5479 -4.5262
H 5.9419 -0.3699 -3.2430
H -0.2437 -0.8965 -2.6496
H -5.2605 1.8027 0.3283
H -0.2189 1.6883 -3.0043
H -1.6855 6.8861 -0.7731
H -3.8729 -2.9254 -2.8787
H 0.4848 6.0897 -0.1238
H 2.0179 -3.1890 -0.6085
H 0.5096 3.3044 -0.5648
H -3.6354 -0.4124 -4.3470
H 1.9747 1.6397 -2.1824
H -0.8482 -0.9582 -4.2572
```

## Properties
- E_HOMO (spin up / spin down): -8.2067 / -7.9975 eV
- Net charge: 0
- Spin multiplicity: 4
- E_LUMO (spin up / spin down): 0.169 / 0.168 eV
- Strongest force on any atom: 1.8 eV/Å
- Orbital gap (spin up / spin down): 0.308 / 0.300 hartree
- Expectation value of S²: 3.7560



# 2
Entry from OMol25: a molecular structure, C29H52Br6CaF6KMgNO9P2 at a distorted geometry (the ωB97M-V functional and the def2-TZVPD basis).

Geometry as XYZ:
```
108
C29H52Br6CaF6KMgNO9P2, DFT the ωB97M-V functional and the def2-TZVPD basis
Br 9.5996 -4.1923 6.0492
Br 6.2117 -3.0222 6.6385
Br 9.4675 -0.9148 3.5554
Br -4.2811 5.3675 -2.5656
Br -1.2878 6.5144 -2.1023
Br -1.7812 4.0415 -3.9830
Ca -2.2178 6.3154 0.1452
K -1.3758 3.4470 1.5563
P 5.2186 0.3358 -0.4814
P -1.6398 0.9610 -6.5400
Mg -5.2334 2.0589 0.9134
F -2.8459 1.6482 -5.5936
F -2.4813 1.8411 -7.6704
F -1.6661 -0.2537 -5.4129
F -1.9283 -0.3110 -7.5445
F -0.3314 1.2526 -7.4966
F -0.6068 1.7063 -5.4131
O 6.2062 -3.7234 2.6737
O -2.8898 -1.5820 2.1980
O -10.1053 2.5798 1.1323
O 4.4127 -4.8775 2.1150
O 5.2158 -0.8616 -1.3417
O 4.4466 3.3073 0.4167
O 4.1795 -2.8970 2.7904
O -8.4500 3.5407 -0.0437
O -4.0236 0.2213 2.9041
N 2.1458 2.9502 0.0241
C 7.7081 -2.0891 5.8194
C 4.9851 -3.8360 2.5296
C 3.6051 1.1574 -0.3962
C 2.5610 -0.9995 -3.0913
C 1.8884 -3.4584 -2.7569
C 0.2916 2.3712 -1.5652
C -4.6711 -0.5131 5.0596
C -4.0266 -1.3031 -0.7439
C -3.4339 -1.0145 3.0873
C -2.5503 5.6372 -3.3757
C -3.1245 0.9816 -0.9704
C 1.7259 -0.8016 2.7638
C 0.9983 -3.0208 -0.3721
C -0.5868 1.6460 -0.5480
C 8.4943 -3.0434 4.9684
C 2.1790 -3.4194 -1.2566
C 2.1432 -0.2304 -1.8423
C -2.0530 2.0576 -0.8237
C 2.7414 1.1812 -1.6753
C -9.4559 2.7795 0.1006
C 3.5726 2.5852 0.0788
C 1.5576 -2.1089 -3.4210
C 1.4708 -2.7040 1.0650
C -2.7589 -0.4845 -0.9853
C -9.9209 2.0122 -1.1599
C -3.5690 -1.4342 4.5336
C -4.5001 0.7215 4.1849
C 1.7821 2.3830 -1.2964
C 0.9522 -1.3603 1.5702
H 3.0860 0.6575 0.4241
H 0.5374 -1.8014 -3.2043
H -4.8251 -0.9401 -1.3887
H 3.0158 -2.7653 -1.0301
H 1.0292 -0.6752 0.7389
H 7.8585 -3.6798 4.3571
H -3.8682 1.1307 -0.1625
H 1.0594 -0.1658 -1.8799
H 1.1237 -3.4642 1.7606
H 1.3555 -1.2405 3.6846
H 1.5958 0.2834 2.8194
H -9.2964 2.2461 -2.0203
H 5.4862 0.0133 0.8573
H 0.0496 2.0542 -2.5756
H -3.8285 -2.4862 4.5950
H -3.8817 -2.3536 -0.9567
H 3.5594 -1.4117 -3.0079
H 9.2852 -2.4901 4.2208
H 1.0249 -4.1079 -2.8916
H -2.0668 2.6651 -1.7184
H 2.1227 3.1690 -1.9712
H 6.1712 1.2862 -0.8778
H 2.7844 -1.0213 2.7018
H 7.2641 -1.3125 5.2094
H -2.3858 2.7510 -0.0383
H 2.5482 -0.2813 -3.9103
H -3.6511 1.1787 -1.9010
H 3.2762 1.5211 -2.5526
H -5.6463 -0.9632 4.8767
H -2.0658 -0.7471 -0.1924
H -2.6144 -1.2587 5.0323
H 0.4566 -2.1676 -0.7702
H -0.2588 2.0503 0.4128
H -2.6820 6.3312 -4.1952
H -10.9519 2.2790 -1.3868
H -0.3709 0.5951 -0.5047
H 8.2924 -1.6391 6.6136
H -9.8784 0.9399 -0.9683
H -5.4335 1.2591 4.0287
H 1.7699 2.3106 0.7286
H -2.3327 -0.8004 -1.9334
H 2.7491 -3.9097 -3.2395
H 0.3329 -3.8774 -0.3098
H 2.4076 -0.7793 -0.9520
H -0.0829 -1.4963 1.8680
H -3.7552 1.4138 4.5823
H -4.3397 -1.1737 0.2876
H -4.5975 -0.2925 6.1209
H -0.0094 3.4222 -1.5007
H 2.5521 -2.7154 1.1334
H 1.5953 -2.2726 -4.4942
H 2.4696 -4.4133 -0.9237
```

## Properties
- E_HOMO: -6.5159 eV
- Net charge: 0
- Spin multiplicity: 1
- E_LUMO: -5.483 eV
- Strongest force on any atom: 3.4 eV/Å
- Orbital gap: 0.038 hartree



# 3
Entry from OMol25: a molecular structure, C29H52Cl3I2N7O4P2 at a distorted geometry (the ωB97M-V functional and the def2-TZVPD basis).

Geometry as XYZ:
```
99
C29H52Cl3I2N7O4P2, DFT the ωB97M-V functional and the def2-TZVPD basis
I -0.6483 -1.6431 8.0619
I -2.8369 -1.4321 5.3111
Cl -2.9524 0.9581 2.7878
Cl 0.4546 1.5930 5.2366
Cl -2.5264 6.5539 4.4140
P 4.6521 -2.7389 -4.0994
P -1.3047 -0.7367 -1.9808
O -4.5502 0.3155 8.2742
O 3.6214 -1.6801 -3.7551
O -6.4368 4.4483 7.5364
O -1.0053 0.2562 -0.8683
N -3.0094 -0.8934 -1.6617
N -0.8486 0.2384 -3.3267
N -1.4275 -2.1682 -3.0468
N 5.5814 -4.2486 -4.3350
N 4.4677 -2.6481 -5.8295
N -5.6828 2.3276 8.2048
N 6.0432 -1.9721 -3.4238
C -2.1385 2.5808 5.0757
C -3.8420 2.1157 6.7205
C -1.1966 1.3740 2.9438
C -0.3165 0.1396 2.7591
C -4.6706 1.4143 7.7899
C -2.9254 4.5731 2.4985
C 6.9797 -4.2859 -4.6678
C 6.0519 -1.9203 -1.9602
C -2.7366 1.6979 6.0306
C -4.4588 3.3533 6.5366
C -3.2767 -1.1626 -0.2511
C -4.4576 4.7998 2.5032
C 6.7736 -0.8585 -3.9998
C -1.0357 1.4525 8.2484
C -1.8692 -2.1147 -4.4134
C -0.8978 2.2295 4.2357
C -4.0069 0.0295 -2.1700
C 0.5938 0.4742 -3.4326
C -2.7625 3.8239 4.8925
C 5.1475 -1.6649 -6.6532
C -2.2480 0.3041 6.3685
C 3.0678 -2.7319 -6.2408
C 5.2322 -5.3145 -3.3903
C -2.2490 4.8475 3.8721
C -0.3294 -3.1272 -2.8807
C -3.9052 4.1831 5.5988
C -1.4391 0.2311 7.4316
C -5.6575 3.5408 7.4382
C -1.6137 1.3316 -3.8942
H -0.5377 3.1900 3.8632
H 2.5503 -1.7688 -6.1440
H 7.2223 -5.2786 -5.0569
H 2.5265 -3.4618 -5.6331
H 0.7515 0.3627 2.8523
H 5.5642 -6.2890 -3.7555
H -4.7160 5.6759 3.1100
H -1.1743 4.7821 3.6939
H 5.6692 -5.1459 -2.3955
H 6.2339 0.0938 -3.9158
H -2.5331 -1.8512 0.1603
H -0.4538 -0.2296 1.7300
H -0.3420 1.1059 9.0233
H -0.1153 -3.2714 -1.8168
H 7.6303 -4.0918 -3.8048
H 0.8278 1.5038 -3.7043
H -2.4150 5.0805 1.6722
H -0.5969 -0.6929 3.4132
H -4.8692 4.8984 1.4956
H -3.2508 -0.2478 0.3480
H -4.1411 -0.0768 -3.2476
H -2.1500 -3.1227 -4.7320
H -2.7907 3.4924 2.3314
H -3.7724 1.0785 -1.9363
H 0.5965 -2.7856 -3.3662
H 4.9935 -0.6355 -6.2985
H -4.9047 3.9305 3.0055
H 7.7403 -0.7570 -3.4992
H 6.4001 -0.9576 -1.5865
H -4.2525 -1.6374 -0.1244
H -0.5780 2.2026 7.5979
H 5.0551 -2.0780 -1.5403
H 6.7115 -2.6981 -1.5559
H 4.7903 -1.7182 -7.6833
H 6.2178 -1.8659 -6.7181
H 1.1095 0.2737 -2.4907
H -0.5967 -4.1057 -3.2877
H 4.1454 -5.3709 -3.2731
H -2.7605 -1.5002 -4.5329
H -1.6006 2.2323 -3.2660
H -4.9861 -0.1949 -1.7429
H 7.0239 -1.0245 -5.0443
H -6.6379 1.9991 8.0640
H -2.6482 1.0571 -4.0854
H 7.2324 -3.5808 -5.4584
H -1.0011 2.0141 2.0753
H -4.4029 5.1364 5.4317
H -1.2115 1.5871 -4.8784
H -1.8856 1.8907 8.7898
H -1.0949 -1.7456 -5.0993
H 2.9959 -3.0647 -7.2783
H 1.0270 -0.1839 -4.1947
```

## Properties
- E_HOMO: -7.7406 eV
- Net charge: 0
- Spin multiplicity: 1
- E_LUMO: -0.706 eV
- Strongest force on any atom: 6.8 eV/Å
- Orbital gap: 0.259 hartree